Record 1
41
Properties=species:S:1:pos:R:3:forces:R:3 method="wB97M-V/def2-TZVPD" e_lumo_ev=-5.072 spin_multiplicity=1 e_tot_ha=-2417.29543 orbital_gap_ev=7.433 charge=+1
C -6.564138 -1.779116 -5.677669 -2.277 0.202 -0.569
S -4.709499 -1.621058 -5.472273 2.507 -3.670 -8.129
O -4.150360 -0.688831 -6.613498 -2.320 -2.646 5.216
O -4.130092 -3.085281 -5.575637 -2.181 5.579 1.620
P -4.061373 -0.857153 -3.578154 1.576 0.341 2.155
H -6.737537 -2.381071 -6.693768 1.080 1.212 2.173
H -7.106028 -2.393282 -4.839293 1.477 1.207 -1.353
H -7.120859 -0.741142 -5.847543 1.639 -2.029 0.612
H -2.704278 -0.336630 -3.785398 -1.422 -0.473 -0.081
H -3.893305 -1.954319 -2.616773 -0.393 0.988 -0.907
H -4.876337 0.192181 -3.022779 0.427 -0.629 -0.371
O -1.242894 2.174749 -0.880844 -0.535 -1.467 -0.018
S -1.148258 0.730162 -0.907170 1.921 0.657 1.155
O -2.321258 -0.116742 -0.909161 -0.283 0.336 -0.481
O -0.152346 0.242317 0.287167 -0.707 0.102 -2.237
C -0.414359 0.675846 1.613131 -0.317 0.312 1.672
C -1.535895 -0.125719 2.246363 -0.354 -0.083 -0.163
C -0.110978 0.256202 -2.267132 0.059 -0.207 0.151
H -0.631514 1.748939 1.637961 0.056 -0.119 -0.192
H 0.504792 0.519721 2.188297 0.015 0.046 -0.497
H -2.491991 0.083634 1.757338 0.066 0.002 0.116
H -1.636959 0.121170 3.307020 0.098 -0.007 -0.149
H -1.350159 -1.199879 2.146461 0.072 0.153 0.093
H 0.805041 0.848708 -2.237093 -0.190 -0.063 0.024
H -0.655446 0.454319 -3.192898 0.049 0.131 0.123
H 0.111797 -0.809572 -2.187427 -0.011 0.143 0.054
O 4.020446 2.454312 4.439968 -0.324 -0.875 -0.988
S 4.089770 1.736075 3.184655 0.744 -0.072 0.200
O 2.914656 1.173816 2.555250 0.489 0.392 0.656
O 5.227847 0.575176 3.300289 -0.539 1.316 -0.641
C 5.150016 -0.351509 4.372657 -0.160 -0.929 0.856
C 4.110665 -1.423364 4.103936 -0.368 -0.016 -0.085
C 4.930873 2.752485 1.997415 0.128 -0.115 -0.054
H 4.953669 0.162038 5.319769 -0.001 0.100 -0.188
H 6.134859 -0.823188 4.460023 -0.063 0.349 -0.220
H 3.101384 -1.000969 4.109264 0.125 -0.057 0.038
H 4.154512 -2.205070 4.867595 0.073 0.107 -0.075
H 4.265917 -1.877133 3.119920 0.080 0.029 0.168
H 5.851315 3.131638 2.444728 -0.164 -0.109 -0.010
H 4.271568 3.582832 1.735536 -0.023 -0.176 0.155
H 5.146736 2.154703 1.109769 -0.050 0.039 0.169

=====

Record 2
44
Properties=species:S:1:pos:R:3:forces:R:3 method="wB97M-V/def2-TZVPD" de_lowest_kcal_mol=17.2 e_lumo_ev="0.485 / -1.105" spin_multiplicity=2 e_tot_ha=-7753.42836 s_squared=0.754 orbital_gap_ev="8.678 / 7.027" charge=0
Cu -0.026118 -0.051829 -0.784986 -0.082 -0.223 0.222
Br -2.546971 0.714030 -1.089626 1.164 -0.356 0.137
Br 2.422060 -1.055068 -0.444638 -0.758 0.399 -0.171
C 1.036806 1.456957 2.275947 -0.646 -0.627 -1.615
O 0.363505 1.204240 1.272446 -0.196 0.037 0.337
N 2.291070 0.957569 2.426880 0.134 -0.031 -0.106
N 0.612416 2.278632 3.253522 0.905 0.158 0.850
H 2.541335 0.254680 1.737625 0.117 -0.001 -0.035
H 2.737765 0.946989 3.324785 0.036 -0.122 0.019
H 1.345363 2.504628 3.902234 -0.560 0.415 0.439
H -0.312805 2.647880 3.342811 -0.046 -0.033 -0.286
C 0.376242 -0.375667 -4.241912 1.814 -0.180 1.572
O 0.193762 -0.536733 -3.038413 -0.913 0.008 -0.609
N -0.258396 0.476159 -5.072016 -0.582 0.355 0.105
N 1.444934 -0.991192 -4.828384 0.061 -0.523 -0.505
H -1.004479 1.051434 -4.721657 -0.192 -0.316 -0.070
H -0.095893 0.356794 -6.051142 -0.310 0.289 -0.203
H 2.099594 -1.479319 -4.241185 -0.188 0.061 0.165
H 1.767582 -0.698224 -5.729875 0.122 0.008 -0.059
C 1.168853 2.961563 -2.109829 -0.007 -1.882 1.105
O 0.794657 1.858181 -1.719406 -0.462 0.112 -0.537
N 2.125729 3.607078 -1.398836 -0.388 0.732 -0.946
N 0.758525 3.569142 -3.258094 0.387 0.654 0.085
H 2.355843 3.231972 -0.497733 0.129 0.173 0.047
H 2.392019 4.507006 -1.756887 0.511 0.038 0.694
H 0.842294 4.571118 -3.250329 -0.173 0.001 -0.379
H 0.043832 3.170090 -3.834200 -0.157 -0.212 0.265
C 0.390299 -2.846048 2.024546 0.779 0.756 0.676
C -0.956977 -2.545450 1.422216 -0.999 0.085 0.481
C -1.907059 -1.611147 2.181909 0.685 -0.248 0.108
O -2.245400 -2.264838 3.399371 -0.091 0.658 -0.255
C -3.421738 -1.686153 3.972097 1.147 -1.415 0.538
N -0.816815 -2.053377 0.035369 -0.078 -0.858 -1.206
H 0.985957 -1.950870 2.228095 -0.119 0.231 -0.548
H 0.972916 -3.460157 1.337980 0.037 -0.087 0.119
H 0.376663 -3.292199 3.020131 -0.596 -0.462 -0.226
H -1.513949 -3.490246 1.406599 0.045 -0.096 -0.173
H -2.795522 -1.429965 1.567784 -0.104 -0.143 -0.043
H -1.461796 -0.622823 2.343129 0.154 0.008 0.155
H -3.644029 -2.344580 4.815417 -0.385 -0.070 -0.180
H -4.186549 -1.759106 3.199773 -0.428 0.711 0.361
H -3.195314 -0.731997 4.453502 -0.350 0.445 -0.681
H -0.343552 -2.831184 -0.433180 0.966 0.591 -0.017
H -1.706657 -2.217969 -0.441839 -0.386 0.958 0.364

=====

Record 3
55
Properties=species:S:1:pos:R:3:forces:R:3 method="wB97M-V/def2-TZVPD" e_lumo_ev="-5.977 / -9.721" spin_multiplicity=2 e_tot_ha=-2438.36536 s_squared=0.755 orbital_gap_ev="8.379 / 4.626" charge=+2
Y -0.394373 -1.254762 -0.429203 1.294 0.115 1.399
C 1.734777 -0.799092 4.101537 -3.767 -3.765 0.436
F 1.804097 -1.000852 5.377967 0.039 -0.757 1.788
F 1.682897 0.433048 3.922257 0.063 5.031 -1.505
F 2.722757 -1.352372 3.517857 2.621 -1.009 -1.645
S 0.095567 -1.642692 3.453267 -0.662 -1.339 2.097
O -0.973043 -0.944292 4.150927 0.814 -0.036 -0.713
O 0.007447 -1.457762 1.981227 0.541 0.803 -1.365
O 0.244687 -3.061842 3.776057 0.239 1.464 -0.571
C 1.037627 1.910918 0.615847 -2.925 -0.811 2.547
O -0.243413 2.025168 1.358957 1.673 0.380 -0.596
O 0.987147 0.665028 -0.004563 0.957 3.336 -0.053
C 1.399057 3.309868 -0.099303 1.133 -0.511 -2.803
F 0.657317 3.390448 -1.204763 -1.313 0.027 0.029
F 1.285537 4.428538 0.585187 -0.456 -1.112 0.685
F 2.650267 3.295218 -0.619103 0.073 -0.682 1.172
C -0.425573 2.825408 2.591647 -0.786 1.266 -0.526
C -1.743393 2.416208 3.291687 1.360 -0.256 -0.315
H -1.799343 3.085078 4.150517 -0.395 -0.041 -0.032
H -2.602023 2.532368 2.630357 0.032 0.343 0.039
H -1.733223 1.386998 3.650457 0.215 -0.020 0.073
H -0.521583 3.862018 2.268637 -0.434 0.057 -0.346
H 0.442207 2.963428 3.236627 0.289 -1.341 0.082
H 1.773687 1.789858 1.410627 0.859 -0.282 0.258
O 1.817167 -2.264662 0.168017 0.014 0.226 -0.089
H 1.909047 -2.960742 0.818607 -0.132 -0.058 0.719
H 2.663157 -2.240922 -0.279153 0.220 0.114 -0.302
O -1.906793 -2.000812 -1.942803 -0.779 -0.703 -0.161
H -2.233323 -1.884882 -2.835083 0.155 0.410 -0.492
H -2.473883 -2.673152 -1.565183 -0.502 -0.174 -0.094
O -2.057233 -2.598712 0.754347 -0.165 -0.078 -1.096
H -2.502233 -2.751602 1.587917 0.106 0.265 0.777
H -2.397463 -3.278342 0.172477 -0.182 -0.601 0.320
O -1.925783 0.291768 0.497687 -0.754 -0.837 -0.661
H -2.851573 0.450288 0.682147 -0.358 -0.350 0.008
H -1.466183 0.997568 0.952487 0.962 0.913 0.590
O -0.096983 -3.749142 -0.987913 -0.421 0.215 -0.065
H 0.115747 -4.535872 -0.485873 0.223 -0.259 0.459
H -0.657083 -4.061932 -1.698313 0.029 -0.173 -0.478
C 2.104387 -1.180172 -2.791193 -2.307 -2.042 1.664
O 1.000697 -1.375562 -2.250913 -1.214 -1.371 0.465
N 2.447437 0.002118 -3.020913 1.650 4.836 -1.323
N 2.979267 -2.087022 -3.096373 1.360 -3.008 -0.171
H 1.708997 0.681848 -2.907933 0.717 0.459 -0.130
H 3.324637 0.071838 -3.516653 -0.372 1.413 -0.094
H 3.918187 -1.823132 -3.358853 -0.165 -0.441 -0.113
H 2.743007 -3.056682 -2.941343 0.301 0.116 -0.114
C -1.542983 1.194678 -2.922013 0.312 3.502 -0.461
O -0.959193 0.445488 -2.176733 1.147 -2.404 1.254
N -2.721943 1.730348 -2.742173 -3.561 -1.569 2.427
N -1.017623 1.929538 -3.868433 3.332 0.182 -2.790
H -3.231683 1.160628 -2.082113 -1.074 0.855 -0.143
H -3.123173 2.333168 -3.446243 -0.617 -0.507 0.583
H -0.074173 1.752458 -4.182513 -0.302 0.395 -0.238
H -1.581533 2.675698 -4.249673 0.913 -0.186 -0.381

=====

Record 4
41
Properties=species:S:1:pos:R:3:forces:R:3 method="wB97M-V/def2-TZVPD" e_lumo_ev="-2.677 / -2.559" spin_multiplicity=1 e_tot_ha=-2111.52467 orbital_gap_ev="7.286 / 6.776" charge=+1
O 0.760718 -2.064293 -1.046032 -1.221 2.097 3.533
H 1.629028 -1.967152 -2.759970 0.073 0.330 -0.252
Lu -0.535218 -0.011860 1.612222 -1.107 1.028 -3.457
N 1.466063 0.518138 0.592440 0.665 -0.496 -0.206
N -0.347687 2.113709 0.658967 -0.388 0.516 -0.041
O 2.473622 -0.527038 0.466299 -0.128 0.782 0.525
O -1.499668 2.943245 0.655686 0.623 0.815 -0.885
C 1.799826 1.693494 0.020727 -0.434 -0.584 -0.047
C 0.699740 2.581359 -0.033052 -0.247 -0.468 0.648
C 3.154739 2.047730 -0.475504 0.643 0.182 -0.237
C 0.673193 3.894129 -0.739121 0.547 0.363 -0.231
H 3.886149 1.264529 -0.247648 -0.293 0.181 -0.093
H 3.510148 2.981285 -0.006430 -0.175 -0.314 -0.140
H 3.165451 2.217146 -1.564138 -0.019 -0.110 0.304
H -0.076797 3.929401 -1.548618 0.155 -0.045 0.281
H 1.645920 4.075672 -1.216438 -0.351 -0.017 0.147
H 0.504030 4.736470 -0.047810 -0.019 -0.181 -0.186
H 2.792126 -0.670476 1.377320 -0.172 0.021 -0.397
H -1.249216 3.720239 0.100543 -0.691 -0.533 0.661
O -2.438785 1.131851 2.262049 -0.527 0.339 0.718
H -2.882320 1.149522 3.133321 0.328 -0.044 -0.623
H -2.488371 2.043926 1.885778 0.161 -0.456 0.044
C 1.153834 -2.785623 -2.189678 0.534 -0.332 -0.512
H 1.787963 -3.557329 -1.757853 0.320 -0.474 -0.008
H 1.732195 -3.242082 -3.242837 0.948 -1.379 -2.317
H 0.216877 -3.160743 -2.583430 -0.200 -0.084 -0.209
O 0.305357 -0.578499 3.178370 1.613 -1.287 3.652
H 1.521007 -1.613102 -0.601586 -0.321 -0.342 -0.362
H 0.683537 -0.898377 4.010092 -0.220 0.259 -0.586
N -1.638871 -0.474021 -0.586533 0.086 -0.058 -0.218
C -2.794367 -1.384554 -0.398548 -0.076 0.712 -0.266
C -2.331043 -2.644523 0.293330 0.801 -0.430 0.303
N -1.105659 -2.351056 1.130911 -0.323 -0.526 -0.194
H -1.897653 0.354812 -1.119238 -0.013 -0.216 0.106
H -0.869354 -0.951257 -1.089799 -0.438 0.278 0.187
H -3.527566 -0.875307 0.234580 0.051 0.096 -0.151
H -3.278794 -1.625893 -1.353774 0.001 -0.006 0.251
H -3.118957 -3.045818 0.937229 0.153 0.041 -0.161
H -2.085283 -3.402759 -0.461211 -0.017 0.045 0.275
H -1.106757 -2.937956 1.965653 0.060 0.104 -0.282
H -0.289159 -2.626939 0.553732 -0.380 0.193 0.427

=====

Record 5
37
Properties=species:S:1:pos:R:3:forces:R:3 method="wB97M-V/def2-TZVPD" smiles=C1CCOC1.CC(C)O.O.O.O.O de_lowest_kcal_mol=44.1 e_lumo_ev=0.452 spin_multiplicity=1 e_tot_ha=-732.47875 orbital_gap_ev=9.958 charge=0
C 4.862511 -2.592311 -0.837585 -1.421 0.792 -1.058
C 3.731171 -3.465201 -0.338225 -2.000 1.258 1.450
C 4.086191 -4.846691 -0.667005 0.467 -1.561 0.310
O 5.217201 -4.741921 -1.481295 0.961 -0.861 -0.741
C 5.252091 -3.440481 -2.058925 1.458 -0.496 1.117
H 5.655331 -2.396301 -0.115705 0.185 -0.582 -0.199
H 4.430651 -1.616471 -1.059675 0.206 0.144 -0.325
H 2.771901 -3.287081 -0.824215 0.167 0.735 -0.485
H 3.442741 -3.325681 0.703615 0.468 0.005 0.254
H 3.284021 -5.367761 -1.189595 -0.143 -0.156 -0.060
H 4.349011 -5.421461 0.221075 0.114 -0.241 -0.062
H 4.633921 -3.476311 -2.955965 -0.375 0.808 0.104
H 6.297871 -3.298831 -2.331635 -0.091 0.158 -0.304
C -1.597649 1.453769 -3.010275 -1.165 -1.416 -1.434
C -1.788749 2.798079 -2.398445 -0.584 -0.405 0.235
C -3.254929 3.162509 -2.074655 0.051 -0.656 -0.457
O -0.999989 2.647319 -1.254105 0.775 0.790 1.170
H -2.011839 0.650819 -2.400505 -0.042 0.149 0.379
H -0.576139 1.148109 -3.236535 0.134 0.578 0.171
H -2.156959 1.380959 -3.942985 -0.019 0.031 -0.264
H -1.425739 3.530759 -3.119205 0.392 0.414 0.228
H -3.818249 2.369589 -1.582665 0.385 -0.306 0.218
H -3.772059 3.280939 -3.026825 -0.088 0.451 -0.032
H -3.375429 4.041489 -1.441435 0.262 0.194 -0.264
H -0.810879 3.492149 -0.839245 -0.095 0.167 0.078
O 0.518571 5.469079 3.995275 0.003 0.071 -0.232
H -0.053259 4.917099 4.528725 -0.244 -0.140 0.124
H 1.294991 5.605579 4.538195 0.209 0.061 0.105
O -6.611019 -2.455091 0.981405 0.202 0.073 0.082
H -6.911399 -2.397821 0.074365 -0.038 0.036 -0.245
H -7.329079 -2.885751 1.445265 -0.159 -0.108 0.162
O -3.449449 3.415039 5.724525 0.047 0.234 -0.096
H -3.238169 2.553959 5.363775 0.066 -0.245 -0.160
H -3.674419 3.243509 6.638965 -0.071 -0.003 0.236
O -0.952589 -0.127201 3.037835 0.014 -0.035 0.282
H -0.474749 0.523009 2.522915 0.140 0.188 -0.137
H -1.545429 -0.541401 2.410775 -0.174 -0.125 -0.151